[1]
Molecular formula: C23H26N2O3S
Method: DFT, ωB97M-V/def2-TZVPD

Atoms and positions in Å:
C 2.623 0.996 -1.543
C 3.880 0.213 -1.080
C 4.654 -0.475 -1.953
C 5.615 -1.343 -1.481
C 5.905 -1.456 -0.262
C 5.070 -0.589 0.801
C 3.964 0.121 0.448
C 3.232 1.095 1.134
N 1.850 0.602 1.305
C 1.603 -0.781 1.443
C 0.159 -0.664 1.677
C -0.430 0.545 1.627
C -1.586 0.767 1.821
C -1.759 2.403 1.977
C -0.709 3.166 1.630
C 0.513 2.677 1.702
C 0.806 1.169 1.613
H 1.371 3.342 1.538
H -0.768 4.355 1.706
H -2.793 2.781 2.213
H -2.472 0.261 2.012
S -0.802 -2.271 1.749
O -1.975 -2.079 2.282
O 0.076 -3.403 2.224
C -0.989 -2.451 -0.448
C -1.076 -1.247 -0.853
O -0.178 -0.874 -1.317
N -2.346 -0.559 -0.872
C -3.657 -1.391 -0.194
H -3.309 -1.862 0.724
C -4.663 -0.205 -0.147
C -5.108 0.322 -1.543
C -3.822 0.562 -2.307
C -2.594 0.431 -1.526
H -2.641 1.297 -0.758
H -1.657 0.925 -2.101
H -3.758 -0.304 -3.201
H -3.937 1.459 -2.644
H -5.549 1.360 -1.188
H -5.941 -0.131 -1.832
H -5.456 -0.879 0.520
H -4.451 0.510 0.842
H -4.033 -2.168 -0.974
H -0.127 -3.225 -0.555
H -1.940 -3.228 -0.374
H 2.452 -1.574 1.329
H 3.278 2.002 0.960
H 3.880 0.919 2.275
H 5.397 -0.384 1.699
H 6.579 -1.789 0.320
H 6.166 -1.866 -2.185
H 4.273 -0.550 -3.029
H 2.689 2.050 -1.286
H 2.736 1.018 -2.606
H 1.755 0.403 -1.310

Forces on the atoms, in the same order (eV/Å):
C 2.454 -0.753 -0.891
C -2.811 0.455 2.105
C -2.873 0.413 -1.439
C -0.046 -0.108 -4.335
C -5.827 5.373 6.609
C -1.044 -1.536 -6.362
C 4.086 -1.289 -7.623
C -0.421 -8.526 8.732
N 7.111 -5.114 -0.453
C -2.777 0.508 0.072
C 3.436 -10.721 -0.418
C 12.698 -5.595 -1.177
C -12.599 12.487 3.006
C -3.649 -5.681 -0.877
C -1.637 4.741 2.058
C 6.429 -4.009 -1.943
C -7.343 14.949 0.658
H -0.292 -0.127 0.255
H -0.181 -2.648 -0.428
H 1.330 -0.325 -0.444
H -0.777 -1.369 0.145
S 15.809 -3.038 -6.994
O -12.561 1.857 5.894
O -2.064 2.755 -1.325
C -2.239 -15.865 8.631
C -15.314 2.494 1.825
O 15.631 9.225 -8.380
N 2.109 -15.514 7.744
C 1.618 2.655 -3.580
H -0.466 0.452 -0.205
C -1.994 -3.236 5.757
C 2.769 4.446 5.842
C -1.162 -7.889 -2.265
C 0.797 14.308 -4.261
H -0.458 0.302 -0.760
H -1.738 -1.753 0.689
H -0.231 2.415 1.799
H 0.054 5.254 -2.877
H 0.834 -1.514 -1.099
H -2.860 -2.572 -2.132
H 0.603 1.860 -2.128
H 0.046 -1.142 -3.300
H 0.781 1.212 1.308
H -1.070 2.420 -0.385
H 2.000 2.281 -0.428
H -2.342 1.564 0.278
H 0.398 8.480 -2.317
H -2.319 1.197 -2.398
H 2.120 -0.001 4.970
H 5.435 -3.548 2.689
H 1.079 -1.115 -1.420
H 1.049 0.467 1.486
H -0.592 -0.023 0.662
H -0.379 -0.005 -0.932
H -0.609 0.444 0.358

E_LUMO: 0.103 eV
Calculated total energy: -44210.292 eV

=====

[2]
Molecular formula: C4H5NO
Method: DFT, ωB97M-V/def2-TZVPD

Atoms and positions in Å:
C -1.204 0.386 -0.057
C -0.240 -0.557 -0.701
O 0.999 -0.014 -1.118
C 1.574 0.439 0.023
N 0.983 0.253 1.131
C -0.254 -0.418 0.801
H -1.027 1.457 -0.112
H -2.245 0.081 -0.099
H -0.549 -1.417 -1.281
H 2.532 0.927 -0.115
H -0.600 -1.169 1.504

Forces on the atoms, in the same order (eV/Å):
C -0.096 0.052 0.011
C -0.105 -0.181 -0.105
O 0.024 0.026 0.040
C 0.146 0.133 0.211
N 0.134 -0.004 -0.319
C -0.167 -0.159 0.145
H 0.018 -0.166 -0.067
H 0.159 0.026 0.112
H 0.013 0.140 0.070
H -0.106 -0.024 0.048
H -0.019 0.157 -0.148

E_LUMO: 1.070 eV
Calculated total energy: -7765.083 eV
SMILES: C1=N[C@H]2C[C@H]2O1

=====

[3]
Molecular formula: H18O9
Method: DFT, ωB97M-V/def2-TZVPD

Atoms and positions in Å:
O 3.350 1.395 -1.214
H 3.298 2.027 -0.512
H 3.275 0.562 -0.755
O -2.543 -0.276 -0.501
H -2.797 0.579 -0.761
H -1.593 -0.274 -0.476
O 0.059 -0.175 -0.237
H 0.214 0.175 0.664
H 0.887 -0.478 -0.652
O 1.961 -1.075 -1.823
H 2.507 -1.816 -1.657
H 1.459 -1.325 -2.596
O -2.466 -1.975 2.125
H -1.664 -1.510 1.822
H -2.837 -2.506 1.389
O -0.353 2.796 2.835
H 0.191 2.652 2.066
H -1.191 3.089 2.485
O -0.273 -0.010 2.564
H -0.082 -0.551 3.342
H -0.507 0.894 2.890
O -1.323 -3.160 -1.939
H -0.869 -2.949 -2.773
H -1.017 -2.407 -1.476
O 0.504 2.345 -1.772
H 1.448 2.421 -1.759
H 0.361 1.551 -1.279

Forces on the atoms, in the same order (eV/Å):
O 0.045 -0.041 -0.499
H 0.163 0.822 0.661
H -0.083 -0.530 -0.086
O -0.853 -1.715 0.393
H -0.545 1.660 -0.566
H 0.876 0.111 -0.003
O 0.353 0.584 0.442
H -0.008 -0.706 -0.322
H -0.056 -0.026 0.222
O -0.368 0.814 -0.140
H 0.936 -1.253 0.371
H -0.261 0.139 -0.448
O 0.045 -0.504 -0.225
H -0.745 -0.240 -0.162
H 0.625 0.793 0.485
O 0.027 -0.288 0.489
H 0.372 0.128 -0.461
H -0.455 0.247 -0.134
O 0.022 0.653 0.242
H -0.073 0.174 -0.143
H 0.178 -0.764 -0.057
O 0.486 -0.629 -1.527
H -0.551 -0.730 -0.121
H 0.000 1.360 1.675
O -0.581 0.885 -0.313
H 0.916 0.067 -0.274
H -0.466 -1.011 0.502

E_LUMO: -0.268 eV
Calculated total energy: -18719.745 eV
SMILES: O.O.O.O.O.O.O.O.O

=====

[4]
Molecular formula: C3H6N2O2S
Method: DFT, ωB97M-V/def2-TZVPD

Atoms and positions in Å:
C -1.114 1.677 0.130
C -1.281 0.193 0.110
C 1.335 -0.036 0.070
H -0.681 1.934 1.078
H -2.116 2.176 0.009
H -0.413 2.012 -0.590
H -1.262 -1.984 -0.152
H 3.164 -0.987 -0.385
H 1.621 -1.984 -0.566
N -0.090 -0.499 0.067
N 2.153 -1.133 0.257
O -0.219 -1.855 0.106
O 1.628 1.122 -0.123
S -2.725 -0.635 -0.011

Forces on the atoms, in the same order (eV/Å):
C -2.184 0.117 0.421
C 1.235 -0.080 -0.862
C -1.257 0.426 -0.940
H 0.115 0.349 0.621
H 1.133 -0.548 0.159
H 0.487 0.255 -0.870
H 2.037 0.469 0.685
H -3.664 0.101 2.869
H 1.764 2.954 3.783
N -0.237 0.877 0.607
N 2.117 -2.987 -6.488
O -1.947 -1.210 -0.775
O -0.237 -1.051 0.629
S 0.639 0.329 0.159

E_LUMO: -0.063 eV
Calculated total energy: -21115.754 eV

=====

[5]
Molecular formula: C2H9NS
Method: DFT, ωB97M-V/def2-TZVPD

Atoms and positions in Å:
S 2.930 1.006 -0.886
H 2.325 0.055 -0.227
C -0.927 -0.548 -0.975
N -0.290 0.340 -0.035
C -0.442 -0.297 1.325
H -1.998 -0.330 -0.974
H -0.614 -0.524 -1.999
H -0.745 -1.617 -0.766
H -0.581 1.342 -0.071
H 1.826 1.791 -0.462
H -1.414 -0.045 1.736
H 0.227 0.152 2.049
H -0.298 -1.325 1.285

Forces on the atoms, in the same order (eV/Å):
S -1.101 1.713 0.284
H -0.232 -0.997 0.356
C -1.069 -0.121 -0.385
N 1.030 -0.659 1.288
C -0.435 3.662 -0.455
H -0.351 -0.615 -0.163
H 0.556 0.888 -0.654
H -0.184 0.550 0.577
H -0.011 -1.594 0.073
H 1.503 -0.699 -0.743
H -0.590 -0.466 0.072
H 0.592 0.020 -0.027
H 0.290 -1.682 -0.223

E_LUMO: 0.965 eV
Calculated total energy: -14544.103 eV
SMILES: CNC.S

=====

[6]
Molecular formula: C4H10O2
Method: DFT, ωB97M-V/def2-TZVPD

Atoms and positions in Å:
C 0.112 0.580 -1.518
O -1.093 1.311 -1.336
C 1.103 0.666 -0.332
C 0.722 -0.135 0.883
C -0.841 -0.509 1.133
O -1.259 -1.661 0.467
H -0.094 -0.418 -2.070
H 0.491 1.029 -2.462
H -1.695 0.769 -0.815
H 1.208 1.738 -0.006
H 2.107 0.408 -0.646
H 1.172 0.168 1.843
H 1.198 -1.129 0.892
H -1.517 0.329 1.046
H -0.859 -0.722 2.207
H -0.754 -2.423 0.715

Forces on the atoms, in the same order (eV/Å):
C 0.186 -0.381 -2.688
O -0.158 -0.389 0.496
C -0.409 1.165 -0.116
C -1.356 -1.965 1.084
C 2.879 0.055 1.846
O -1.197 0.684 -1.330
H 0.180 0.674 2.064
H 0.639 0.490 0.972
H -0.014 0.088 -0.148
H -0.440 -0.743 -0.640
H 0.166 -0.273 -0.287
H -0.447 0.950 -0.388
H -0.209 -0.126 -0.696
H -0.282 -0.006 -0.690
H -0.079 0.070 0.166
H 0.539 -0.292 0.356

E_LUMO: 0.855 eV
Calculated total energy: -8403.689 eV
SMILES: OCCCCO

=====

Question: The highest calculated total energy belongs to which entry?
Answer: C4H5NO

=====

Copy entry 3 word for word.
Molecular formula: H18O9
Method: DFT, ωB97M-V/def2-TZVPD

Atoms and positions in Å:
O 3.350 1.395 -1.214
H 3.298 2.027 -0.512
H 3.275 0.562 -0.755
O -2.543 -0.276 -0.501
H -2.797 0.579 -0.761
H -1.593 -0.274 -0.476
O 0.059 -0.175 -0.237
H 0.214 0.175 0.664
H 0.887 -0.478 -0.652
O 1.961 -1.075 -1.823
H 2.507 -1.816 -1.657
H 1.459 -1.325 -2.596
O -2.466 -1.975 2.125
H -1.664 -1.510 1.822
H -2.837 -2.506 1.389
O -0.353 2.796 2.835
H 0.191 2.652 2.066
H -1.191 3.089 2.485
O -0.273 -0.010 2.564
H -0.082 -0.551 3.342
H -0.507 0.894 2.890
O -1.323 -3.160 -1.939
H -0.869 -2.949 -2.773
H -1.017 -2.407 -1.476
O 0.504 2.345 -1.772
H 1.448 2.421 -1.759
H 0.361 1.551 -1.279

Forces on the atoms, in the same order (eV/Å):
O 0.045 -0.041 -0.499
H 0.163 0.822 0.661
H -0.083 -0.530 -0.086
O -0.853 -1.715 0.393
H -0.545 1.660 -0.566
H 0.876 0.111 -0.003
O 0.353 0.584 0.442
H -0.008 -0.706 -0.322
H -0.056 -0.026 0.222
O -0.368 0.814 -0.140
H 0.936 -1.253 0.371
H -0.261 0.139 -0.448
O 0.045 -0.504 -0.225
H -0.745 -0.240 -0.162
H 0.625 0.793 0.485
O 0.027 -0.288 0.489
H 0.372 0.128 -0.461
H -0.455 0.247 -0.134
O 0.022 0.653 0.242
H -0.073 0.174 -0.143
H 0.178 -0.764 -0.057
O 0.486 -0.629 -1.527
H -0.551 -0.730 -0.121
H 0.000 1.360 1.675
O -0.581 0.885 -0.313
H 0.916 0.067 -0.274
H -0.466 -1.011 0.502

E_LUMO: -0.268 eV
Calculated total energy: -18719.745 eV
SMILES: O.O.O.O.O.O.O.O.O